# 1
{"formula": "C23H23N5OS", "method": "the ωB97M-V functional and the def2-TZVPD basis", "smiles": "Cc1ccccc1-n1c(SCC(=O)c2cc(C)n(C)c2C)nnc1-c1ccncc1", "relative_energy_kj_mol": 136.5, "gap_ev": 8.145, "homo_energy_ev": -7.98, "elements": ["C", "C", "C", "C", "C", "C", "C", "N", "C", "N", "N", "C", "C", "C", "C", "N", "C", "C", "H", "H", "H", "H", "S", "C", "C", "O", "C", "C", "N", "C", "C", "H", "C", "H", "H", "H", "C", "H", "H", "H", "C", "H", "H", "H", "H", "H", "H", "H", "H", "H", "H", "H", "H"], "positions_angstrom": [[-3.2667, -0.2165, 1.9664], [-3.2303, 0.5591, 0.6852], [-4.4037, 0.9872, 0.0796], [-4.3821, 1.7164, -1.0961], [-3.1745, 2.0430, -1.6881], [-1.9897, 1.6251, -1.1109], [-2.0222, 0.8757, 0.0577], [-0.8043, 0.4617, 0.6460], [0.1173, 1.2724, 1.2526], [1.0519, 0.5597, 1.8221], [0.7842, -0.7205, 1.5887], [-0.3252, -0.7985, 0.8881], [-0.8630, -2.0495, 0.3949], [-1.7376, -2.1339, -0.6887], [-2.1489, -3.3912, -1.1018], [-1.7552, -4.5173, -0.5335], [-0.9172, -4.4369, 0.4883], [-0.4399, -3.2404, 0.9911], [0.2438, -3.2010, 1.8234], [-0.6180, -5.3826, 0.9208], [-2.8283, -3.5013, -1.9368], [-2.0841, -1.2515, -1.2032], [0.0513, 3.0136, 1.1535], [1.6479, 3.2910, 0.2841], [1.6973, 2.3263, -0.8910], [1.0282, 2.5497, -1.8880], [2.4540, 1.1158, -0.6805], [2.2143, -0.0990, -1.3245], [3.0063, -1.0374, -0.7577], [3.7735, -0.4643, 0.2291], [3.4567, 0.8577, 0.2988], [3.9026, 1.5660, 0.9662], [4.7372, -1.2452, 1.0469], [5.2144, -0.5816, 1.7614], [4.2223, -2.0311, 1.5984], [5.5114, -1.7009, 0.4278], [2.9707, -2.4360, -1.0786], [3.8936, -2.9118, -0.7553], [2.8615, -2.5716, -2.1548], [2.1296, -2.9234, -0.5766], [1.2558, -0.4240, -2.4106], [1.7880, -0.7473, -3.3065], [0.6843, 0.4640, -2.6629], [0.5773, -1.2249, -2.1117], [2.4513, 3.1535, 1.0003], [1.5883, 4.3226, -0.0596], [-1.0437, 1.8843, -1.5609], [-3.1481, 2.6244, -2.5963], [-5.3100, 2.0384, -1.5440], [-5.3481, 0.7494, 0.5470], [-2.4687, 0.0961, 2.6388], [-3.1452, -1.2838, 1.7739], [-4.2196, -0.0704, 2.4682]], "atomic_forces_ev_per_a": [[0.0, 0.0, 0.0], [0.2, 0.0, 0.0], [0.0, 0.0, 0.0], [0.0, 0.0, 0.0], [0.0, 0.0, 0.0], [0.0, -0.1, 0.0], [-0.8, 0.3, -0.3], [0.7, -0.4, 0.2], [-0.2, 0.4, 0.2], [-0.1, 1.0, 0.5], [-0.2, -1.1, -0.2], [0.2, 0.5, 0.1], [-0.3, -0.6, -0.3], [0.1, 0.0, 0.2], [-0.1, 0.2, -0.1], [-0.2, -0.5, -0.2], [0.2, 0.1, 0.2], [-0.1, 0.2, -0.1], [0.1, 0.0, 0.1], [0.1, 0.0, 0.1], [-0.1, 0.1, -0.1], [0.0, 0.0, -0.1], [0.2, 0.2, 0.1], [-0.3, 0.0, 0.1], [0.0, 0.1, -0.1], [0.0, 0.2, 0.0], [0.3, -0.6, -0.4], [-0.3, 0.5, -0.1], [0.0, 0.3, -0.1], [0.3, 0.4, 0.4], [0.1, -0.2, -0.2], [0.1, 0.1, 0.2], [-0.1, 0.0, -0.1], [0.0, 0.0, 0.1], [0.0, -0.1, 0.1], [0.1, -0.1, 0.0], [-0.1, -0.4, -0.1], [0.0, 0.0, 0.0], [0.0, 0.0, 0.1], [0.0, 0.0, 0.0], [0.0, 0.0, 0.0], [0.0, 0.0, -0.1], [0.0, 0.0, 0.0], [0.0, -0.1, 0.0], [0.0, 0.1, -0.1], [0.1, 0.0, 0.0], [0.1, 0.0, 0.0], [0.0, 0.1, -0.1], [-0.1, 0.0, 0.0], [-0.1, 0.0, 0.1], [0.0, 0.0, 0.1], [0.0, 0.0, 0.1], [0.0, 0.0, 0.0]], "lowdin_charge": [-0.015, -0.203, -0.037, -0.073, -0.062, -0.016, -0.212, 0.067, -0.612, 0.057, 0.106, -0.258, -0.161, -0.012, -0.136, 0.059, -0.142, -0.015, 0.109, 0.105, 0.108, 0.110, 1.000, -0.334, -0.434, 0.033, -0.143, -0.206, -0.051, -0.285, -0.009, 0.110, -0.028, 0.082, 0.083, 0.079, 0.002, 0.088, 0.095, 0.092, 0.006, 0.091, 0.069, 0.072, 0.065, 0.085, 0.090, 0.108, 0.104, 0.112, 0.090, 0.083, 0.083]}


# 2
{"formula": "C3H23O9", "method": "the ωB97M-V functional and the def2-TZVPD basis", "total_charge": -1, "relative_energy_kj_mol": 413.1, "gap_ev": 9.769, "homo_energy_ev": -6.76, "elements": ["C", "O", "C", "C", "H", "H", "H", "H", "H", "H", "H", "H", "H", "O", "H", "H", "O", "H", "H", "O", "H", "H", "O", "H", "H", "O", "H", "H", "O", "H", "H", "O", "H", "H", "O"], "positions_angstrom": [[-1.3680, -1.8736, -0.8701], [-1.0238, -1.5022, 0.4297], [-1.1762, -0.6243, -1.6821], [-2.1008, -0.3898, -2.7773], [-2.4558, -2.2702, -0.7992], [-0.7381, -2.7193, -1.0939], [-0.1994, -0.4253, -2.0511], [-0.8258, 0.3171, -0.9524], [-2.3044, 0.5753, -3.0883], [-3.0859, -0.8776, -2.7814], [-1.6156, -0.7651, -3.7317], [2.6421, -0.4096, -2.8012], [3.0313, -1.3399, -1.5945], [3.0812, -1.2739, -2.6423], [-1.0201, -0.5890, 2.4028], [0.1081, 0.2579, 2.9563], [-0.7330, -0.0924, 3.1967], [-0.5137, -3.1896, 1.7755], [-1.1041, -2.5741, 3.0433], [-0.5431, -3.3897, 2.7337], [-0.1738, -0.9490, 0.4858], [1.6562, -0.1030, -0.3252], [0.9074, 0.2360, 0.0069], [0.5590, 1.6586, 0.2162], [-0.3715, 2.7541, -0.4287], [0.3491, 2.6427, 0.1728], [-1.5702, 1.7751, 2.4920], [-0.7510, 2.7910, 1.6864], [-1.2548, 2.6472, 2.3501], [1.7420, 1.4408, 2.4002], [1.5218, 0.1214, 1.5061], [1.8912, 0.3787, 2.4702], [3.2538, 2.3956, -0.6432], [1.6583, 2.6302, -0.8230], [2.5277, 2.7361, -1.2391]], "atomic_forces_ev_per_a": [[-0.8, 0.4, 1.1], [0.6, -0.3, 2.8], [1.3, 3.0, 2.0], [-0.7, -2.0, -3.2], [1.6, 0.9, -0.5], [0.2, -0.4, -1.0], [1.3, -1.4, -0.9], [-2.6, -2.1, -1.2], [-0.3, 2.5, 0.1], [0.2, -0.1, 0.6], [-0.6, -0.1, 0.7], [0.4, -0.7, 0.1], [0.2, 0.1, -3.4], [-0.6, 0.6, 3.3], [0.2, 0.4, 0.4], [1.7, 0.3, -0.2], [-2.3, -1.0, -0.2], [0.0, 0.0, 0.5], [1.7, -2.3, -0.6], [-1.7, 2.3, 0.2], [-0.8, -0.3, -1.1], [4.2, -1.6, -2.1], [-3.6, 1.0, 2.7], [0.0, -0.5, -0.4], [-0.8, 0.0, -0.6], [0.3, 0.8, 0.7], [0.2, -1.3, -0.2], [5.4, 0.7, -7.2], [-5.7, 0.7, 7.8], [0.7, -3.7, 0.3], [0.7, 0.8, 1.6], [-1.2, 3.5, -1.9], [-1.7, 0.5, -0.8], [0.2, 0.1, 0.7], [2.3, -0.4, -0.2]], "lowdin_charge": [-0.267, -0.174, -0.281, -0.142, 0.143, 0.103, 0.076, 0.153, 0.034, 0.073, 0.090, 0.032, 0.093, -0.125, 0.018, -0.037, -0.061, 0.004, 0.067, -0.128, 0.057, -0.078, -0.296, -0.022, 0.051, -0.091, 0.002, -0.138, 0.020, 0.113, 0.024, -0.200, 0.055, -0.051, -0.117]}


# 3
{"formula": "C4H6N4", "method": "the ωB97M-V functional and the def2-TZVPD basis", "relative_energy_kj_mol": 793.6, "gap_ev": 8.584, "homo_energy_ev": -9.07, "elements": ["C", "C", "C", "C", "H", "H", "H", "H", "H", "H", "N", "N", "N", "N"], "positions_angstrom": [[0.5992, -2.7755, -1.6640], [-0.1360, 0.1749, -0.1521], [-0.2772, 0.1200, 1.4158], [0.2374, 1.5777, -0.3430], [0.4993, -2.6309, -2.7670], [0.6190, -3.7552, -1.4925], [1.1061, 0.2695, 1.3911], [-0.8637, -0.7589, 2.3367], [-0.0614, 2.0568, 2.5090], [0.2686, 1.9805, -1.2667], [0.1440, -1.9802, -0.7839], [0.0217, -0.6279, -1.1451], [-0.7943, 1.5144, 1.6795], [0.0417, 2.2731, 0.7851]], "atomic_forces_ev_per_a": [[-2.4, 3.6, -2.4], [-0.2, -1.0, 0.5], [1.7, -1.2, 1.4], [-2.5, -0.1, 5.6], [0.8, 1.0, 0.6], [0.6, -3.9, 1.6], [-3.7, -1.0, 1.2], [2.2, 2.7, -3.7], [-3.6, -2.8, -1.5], [1.4, 1.6, -2.7], [0.4, 0.1, 0.9], [0.4, -0.3, 0.3], [6.6, 1.6, 2.8], [-1.5, -0.2, -4.6]], "lowdin_charge": [-0.032, -0.328, -0.161, -0.094, 0.087, 0.010, 0.198, 0.205, 0.208, 0.076, -0.052, 0.030, -0.099, -0.046]}